A molecular structure, C30H29Cl2N4OW. Source: OMol25; level of theory: ωB97M-V/def2-TZVPD.

total charge = +1
gap between HOMO and LUMO (alpha / beta) = 5.924 / 5.604 eV
highest occupied orbital energy (alpha / beta) = -0.367 / -0.354 Ha
2S+1 = 1

Cartesian coordinates (Å):
W: 0.88 -0.38 0.17
C: -1.20 2.00 3.25
C: -0.53 0.93 2.46
N: -0.50 0.85 1.16
N: -1.16 1.83 0.42
C: -0.75 1.77 -0.81
O: 0.20 0.94 -1.21
C: -1.35 2.62 -1.85
C: -0.89 2.54 -3.17
C: -1.49 3.31 -4.15
C: -2.54 4.16 -3.83
C: -3.00 4.24 -2.52
C: -2.40 3.48 -1.53
C: 0.25 -0.11 3.08
C: 0.36 -0.31 4.46
C: 1.15 -1.33 4.94
C: 1.83 -2.13 4.02
C: 1.70 -1.90 2.68
N: 0.93 -0.89 2.18
H: -1.86 2.58 2.62
H: -0.44 2.67 3.67
H: -1.76 1.58 4.08
H: -0.07 1.88 -3.40
H: -1.13 3.25 -5.17
H: -3.01 4.75 -4.60
H: -3.82 4.90 -2.28
H: -2.75 3.53 -0.51
H: -0.19 0.33 5.13
H: 1.24 -1.50 6.00
H: 2.46 -2.95 4.35
H: 2.21 -2.50 1.94
C: -4.15 -1.38 -2.78
C: -3.24 -0.47 -1.95
C: -3.97 0.04 -0.71
C: -1.95 -1.20 -1.64
C: -1.60 -1.64 -0.39
C: -0.40 -2.39 -0.15
C: 0.44 -2.69 -1.24
C: 1.58 -3.67 -1.10
C: 0.09 -2.20 -2.51
C: -1.07 -1.49 -2.71
H: -5.07 -0.85 -3.05
H: -4.43 -2.26 -2.20
H: -3.68 -1.71 -3.70
H: -2.96 0.39 -2.57
H: -4.35 -0.79 -0.11
H: -4.83 0.63 -1.02
H: -3.34 0.67 -0.08
H: -2.24 -1.44 0.46
H: -0.29 -2.91 0.79
H: 2.52 -3.16 -0.91
H: 1.68 -4.25 -2.01
H: 1.39 -4.36 -0.28
H: 0.75 -2.42 -3.34
H: -1.31 -1.14 -3.70
Cl: 4.84 -2.92 0.45
C: 4.87 -1.26 0.91
C: 6.00 -0.74 1.53
C: 6.04 0.58 1.93
C: 4.95 1.42 1.72
C: 3.84 0.88 1.10
Cl: 2.41 1.85 0.84
C: 3.76 -0.45 0.66
N: 2.59 -0.86 0.05
H: 6.85 -1.40 1.70
H: 6.93 0.97 2.40
H: 4.96 2.45 2.03



3 unconnected molecules or ions with the total composition C30H29ClNO12S. Source: OMol25; level of theory: ωB97M-V/def2-TZVPD.

total charge = +1
gap between HOMO and LUMO = 6.544 eV
highest occupied orbital energy = -0.418 Ha
2S+1 = 1

Cartesian coordinates (Å):
C: -4.45 0.90 1.02
C: -4.67 0.56 -0.49
C: -5.38 -0.71 -0.77
C: -5.68 -1.11 -2.15
C: -5.24 -0.21 -3.22
C: -4.50 1.03 -2.95
C: -4.20 1.44 -1.56
C: -3.45 2.79 -1.36
O: -2.38 2.76 -0.37
C: -1.13 2.88 -0.94
O: -0.67 3.95 -1.21
C: -0.27 1.59 -1.20
C: 0.50 1.42 -2.46
C: 1.27 0.19 -2.66
N: 1.30 -0.82 -1.73
C: 0.62 -0.72 -0.52
C: -0.17 0.48 -0.21
C: -0.87 0.50 1.18
C: 0.09 1.05 2.32
C: 0.36 2.61 2.27
C: -0.94 3.51 2.27
S: -1.12 4.55 3.78
O: -1.03 5.94 3.37
O: -0.19 4.20 4.84
Cl: -3.10 4.28 4.39
H: -3.82 0.07 1.46
H: -5.42 0.93 1.59
H: -3.92 1.87 1.21
H: -5.70 -1.36 0.09
H: -6.22 -2.07 -2.31
H: -5.50 -0.51 -4.27
H: -4.21 1.65 -3.84
H: -2.99 3.14 -2.33
H: -4.19 3.59 -1.05
H: 0.48 2.23 -3.22
H: 1.84 0.07 -3.61
H: 1.84 -1.67 -1.88
H: 0.67 -1.56 0.22
H: -1.10 -0.58 1.43
H: -1.85 1.04 1.19
H: 1.09 0.56 2.15
H: -0.27 0.67 3.30
H: 0.96 2.83 1.34
H: 1.04 2.86 3.13
H: -0.83 4.24 1.41
H: -1.90 2.96 2.12
C: 1.47 -4.68 -5.95
C: 1.44 -3.60 -5.18
C: 2.68 -2.81 -4.91
O: 2.62 -1.80 -4.21
C: 3.94 -3.27 -5.48
C: 3.97 -4.37 -6.25
C: 2.72 -5.15 -6.55
O: 2.79 -6.12 -7.27
O: 5.11 -4.82 -6.79
O: 0.30 -3.15 -4.62
H: 0.58 -5.26 -6.16
H: 4.83 -2.70 -5.26
H: 4.86 -5.62 -7.30
H: 0.54 -2.36 -4.12
C: 2.34 -1.58 5.72
C: 3.03 -1.39 6.86
C: 4.13 -0.38 6.95
O: 4.71 -0.23 8.00
C: 4.45 0.39 5.74
C: 3.76 0.20 4.61
C: 2.65 -0.79 4.53
O: 2.03 -0.92 3.48
O: 4.04 0.90 3.49
O: 2.77 -2.11 7.96
H: 1.54 -2.31 5.65
H: 5.25 1.11 5.81
H: 3.41 0.58 2.82
H: 3.40 -1.79 8.64



A molecular structure, C30H29CsN4O3STe. Source: OMol25; level of theory: ωB97M-V/def2-TZVPD.

total charge = -2
gap between HOMO and LUMO = 5.241 eV
highest occupied orbital energy = -0.047 Ha
2S+1 = 1

Cartesian coordinates (Å):
Cs: 0.42 -0.45 -0.24
N: -1.21 2.71 4.90
C: -0.40 2.69 3.82
S: -0.71 1.53 2.57
N: 0.34 3.77 3.64
N: 1.19 3.87 2.57
C: 0.77 3.64 1.36
C: 1.71 3.95 0.32
C: 2.90 4.63 0.62
C: 3.65 5.15 -0.44
C: 3.32 4.84 -1.75
C: 2.19 4.05 -1.94
N: 1.45 3.59 -0.95
H: -1.83 1.90 4.99
H: -0.80 3.09 5.76
H: -0.22 3.37 1.02
H: 3.17 4.76 1.68
H: 4.53 5.79 -0.22
H: 3.91 5.24 -2.56
H: 1.88 3.79 -2.94
O: -1.71 0.94 -1.52
C: -2.45 0.70 -2.73
C: -1.61 -0.28 -3.59
O: -1.81 -0.24 -4.82
O: -0.77 -0.94 -2.90
C: -2.59 2.00 -3.54
C: -1.42 2.48 -4.15
C: -1.41 3.69 -4.85
C: -2.59 4.44 -4.94
C: -3.75 3.97 -4.34
C: -3.75 2.76 -3.61
C: -3.79 -0.01 -2.42
C: -4.17 -0.42 -1.13
C: -5.28 -1.23 -0.95
C: -6.04 -1.69 -2.02
C: -5.65 -1.31 -3.32
C: -4.55 -0.47 -3.52
H: -1.91 1.87 -1.28
H: -0.50 1.90 -4.03
H: -0.49 4.02 -5.33
H: -2.60 5.36 -5.52
H: -4.66 4.58 -4.40
H: -4.68 2.39 -3.15
H: -3.61 -0.09 -0.26
H: -5.55 -1.55 0.07
H: -6.95 -2.26 -1.88
H: -6.19 -1.68 -4.19
H: -4.22 -0.22 -4.51
C: 4.42 -7.45 3.67
C: 3.86 -6.09 3.43
C: 4.46 -5.20 2.56
C: 3.94 -3.94 2.33
C: 4.67 -2.97 1.47
C: 2.77 -3.54 3.01
Te: 2.04 -1.55 2.78
C: 2.06 -4.49 3.79
C: 0.71 -4.14 4.38
C: 2.67 -5.71 4.06
H: 5.34 -7.56 3.10
H: 3.75 -8.24 3.30
H: 4.61 -7.64 4.74
H: 5.42 -5.46 2.09
H: 5.59 -3.38 1.03
H: 4.90 -2.05 2.01
H: 4.01 -2.65 0.66
H: -0.09 -4.24 3.64
H: 0.65 -3.09 4.66
H: 0.47 -4.77 5.24
H: 2.20 -6.44 4.71



A gas-phase ion, C30H29F6N4S (charge +1). Source: OMol25; level of theory: ωB97M-V/def2-TZVPD.

total charge = +1
gap between HOMO and LUMO = 7.863 eV
SMILES = Cn1cc([C@H](c2ccccc2)[N@H+]2CCC[C@@H]2CNC(=S)Nc2cc(C(F)(F)F)cc(C(F)(F)F)c2)c2ccccc21
highest occupied orbital energy = -0.388 Ha
2S+1 = 1

Cartesian coordinates (Å):
C: -9.95 4.03 2.19
N: -8.54 3.92 1.88
C: -7.64 3.15 2.56
C: -6.37 3.36 2.06
C: -5.17 2.57 2.46
C: -3.93 2.84 1.62
C: -3.82 2.54 0.25
C: -2.64 2.88 -0.43
C: -1.54 3.41 0.27
C: -1.63 3.60 1.64
C: -2.83 3.36 2.30
N: -5.47 1.14 2.50
C: -6.58 0.62 1.58
C: -6.03 -0.60 0.88
C: -4.63 -0.91 1.43
C: -4.28 0.16 2.47
C: -4.07 -0.46 3.86
N: -2.80 -1.19 3.84
C: -1.60 -0.53 3.78
S: -1.54 1.12 4.02
N: -0.54 -1.38 3.54
C: 0.77 -0.99 3.20
C: 1.78 -1.97 3.16
C: 3.09 -1.57 2.89
C: 4.22 -2.56 2.85
F: 4.91 -2.49 1.66
F: 3.81 -3.85 3.00
F: 5.14 -2.31 3.84
C: 3.42 -0.24 2.65
C: 2.39 0.70 2.65
C: 2.68 2.16 2.43
F: 3.91 2.38 1.90
F: 1.76 2.72 1.56
F: 2.59 2.87 3.59
C: 1.07 0.33 2.89
C: -6.47 4.37 1.01
C: -5.59 5.09 0.21
C: -6.08 6.07 -0.66
C: -7.46 6.33 -0.76
C: -8.38 5.63 0.04
C: -7.86 4.67 0.90
H: -10.44 4.69 1.47
H: -10.40 3.03 2.16
H: -10.09 4.43 3.20
H: -7.96 2.47 3.35
H: -4.97 2.85 3.51
H: -4.64 2.05 -0.30
H: -2.58 2.75 -1.51
H: -0.62 3.64 -0.26
H: -0.77 3.94 2.22
H: -2.90 3.50 3.38
H: -5.85 0.99 3.45
H: -6.86 1.39 0.86
H: -7.45 0.40 2.22
H: -5.98 -0.39 -0.19
H: -6.73 -1.44 0.99
H: -3.86 -0.87 0.64
H: -4.59 -1.93 1.85
H: -3.36 0.73 2.23
H: -4.89 -1.18 4.09
H: -4.04 0.33 4.64
H: -2.82 -2.20 3.94
H: -0.71 -2.38 3.61
H: 1.55 -3.01 3.36
H: 4.44 0.08 2.45
H: 0.30 1.11 2.87
H: -4.52 4.92 0.31
H: -5.39 6.65 -1.27
H: -7.82 7.10 -1.44
H: -9.45 5.81 0.00



A molecular structure, C30H29MoN4OS. Source: OMol25; level of theory: ωB97M-V/def2-TZVPD.

total charge = +2
gap between HOMO and LUMO (alpha / beta) = 7.026 / 7.229 eV
⟨S²⟩ = 3.77
highest occupied orbital energy (alpha / beta) = -0.488 / -0.516 Ha
2S+1 = 4

Cartesian coordinates (Å):
Mo: 0.28 -0.36 -0.18
C: 3.21 0.42 -3.51
C: 3.07 1.79 -3.71
C: 2.13 2.49 -2.96
C: 1.37 1.81 -2.02
N: 1.54 0.49 -1.81
C: 2.43 -0.19 -2.54
C: 0.29 2.46 -1.24
C: -0.16 3.76 -1.43
C: -1.26 4.19 -0.70
C: -1.90 3.33 0.17
C: -1.41 2.05 0.33
N: -0.31 1.66 -0.35
C: -2.02 1.01 1.19
C: -3.20 1.21 1.89
C: -3.69 0.20 2.70
C: -3.00 -0.99 2.79
C: -1.84 -1.14 2.05
N: -1.36 -0.17 1.27
H: 3.91 -0.16 -4.08
H: 3.67 2.30 -4.45
H: 2.01 3.55 -3.11
H: 2.50 -1.25 -2.34
H: 0.32 4.42 -2.14
H: -1.62 5.20 -0.84
H: -2.78 3.67 0.71
H: -3.74 2.15 1.81
H: -4.61 0.35 3.25
H: -3.34 -1.80 3.42
H: -1.26 -2.06 2.07
C: 2.50 1.89 4.45
C: 1.18 1.41 3.84
C: 0.44 2.57 3.18
C: 1.49 0.24 2.92
C: 1.42 -1.06 3.39
C: 1.93 -2.13 2.66
C: 2.55 -1.95 1.44
C: 3.21 -3.07 0.70
C: 2.59 -0.64 0.92
C: 2.04 0.44 1.64
H: 2.31 2.68 5.18
H: 3.15 2.31 3.68
H: 3.03 1.08 4.94
H: 0.55 1.03 4.65
H: 0.97 2.95 2.30
H: 0.35 3.40 3.88
H: -0.57 2.28 2.88
H: 1.00 -1.24 4.38
H: 1.88 -3.13 3.09
H: 2.92 -3.08 -0.35
H: 2.94 -4.04 1.14
H: 4.30 -2.98 0.75
H: 3.17 -0.44 0.03
H: 2.19 1.45 1.28
O: 0.30 -2.46 -0.18
N: -0.66 -3.14 -0.83
C: -0.69 -4.48 -0.62
C: -1.62 -5.26 -1.25
C: -2.54 -4.65 -2.11
C: -2.49 -3.29 -2.30
C: -1.53 -2.51 -1.65
S: -1.40 -0.80 -1.87
H: 0.07 -4.84 0.06
H: -1.63 -6.32 -1.07
H: -3.29 -5.24 -2.62
H: -3.18 -2.79 -2.96



A molecular structure, C30H29N4PdSSi. Source: OMol25; level of theory: ωB97M-V/def2-TZVPD.

total charge = -1
gap between HOMO and LUMO = 5.619 eV
highest occupied orbital energy = -0.110 Ha
2S+1 = 1

Cartesian coordinates (Å):
Pd: 1.03 -1.06 0.25
C: 6.32 0.33 -0.49
N: 5.59 -0.01 0.70
C: 6.03 0.13 2.00
C: 5.03 -0.25 2.81
N: 3.97 -0.64 2.01
C: 4.30 -0.48 0.69
S: 3.42 -0.72 -0.72
C: 2.68 -1.02 2.49
C: 2.11 -0.31 3.52
C: 0.79 -0.65 3.88
C: 0.12 -1.57 3.14
C: 0.78 -2.22 2.05
N: 2.14 -2.07 1.85
H: 7.35 0.55 -0.22
H: 5.87 1.19 -0.98
H: 6.28 -0.50 -1.20
H: 7.02 0.48 2.23
H: 4.97 -0.31 3.88
H: 2.63 0.53 3.96
H: 0.31 -0.14 4.70
H: -0.91 -1.82 3.34
H: 0.36 -3.15 1.68
C: -0.16 3.83 -0.67
C: 1.28 3.35 -0.87
C: 1.77 2.58 0.27
N: 2.14 1.91 1.13
H: -0.49 4.39 -1.55
H: -0.24 4.47 0.20
H: -0.83 2.98 -0.53
H: 1.96 4.19 -1.02
H: 1.36 2.72 -1.76
C: -1.63 0.15 -5.21
C: -0.96 1.04 -4.37
C: -0.84 0.76 -3.02
C: -1.38 -0.40 -2.44
C: -2.05 -1.27 -3.31
C: -2.17 -1.00 -4.67
Si: -1.10 -0.71 -0.55
C: -2.33 -2.17 -0.27
C: -1.83 -3.47 -0.38
C: -2.65 -4.58 -0.23
C: -4.00 -4.42 0.06
C: -4.51 -3.14 0.19
C: -3.69 -2.03 0.02
C: -2.06 0.80 0.17
C: -1.66 1.31 1.41
C: -2.29 2.40 1.99
C: -3.34 3.03 1.32
C: -3.75 2.55 0.09
C: -3.11 1.45 -0.48
H: -1.72 0.36 -6.27
H: -0.53 1.95 -4.78
H: -0.29 1.44 -2.38
H: -2.50 -2.17 -2.91
H: -2.70 -1.70 -5.31
H: -0.77 -3.60 -0.59
H: -2.23 -5.58 -0.32
H: -4.64 -5.28 0.19
H: -5.56 -3.00 0.42
H: -4.11 -1.04 0.12
H: -0.81 0.85 1.91
H: -1.95 2.78 2.95
H: -3.83 3.89 1.77
H: -4.56 3.04 -0.44
H: -3.43 1.09 -1.45



A molecular structure, C30H30AsBrN2O2STc. Source: OMol25; level of theory: ωB97M-V/def2-TZVPD.

total charge = 0
gap between HOMO and LUMO (alpha / beta) = 5.623 / 5.779 eV
⟨S²⟩ = 1.13
highest occupied orbital energy (alpha / beta) = -0.269 / -0.268 Ha
2S+1 = 2

Cartesian coordinates (Å):
Tc: 1.44 -2.85 -0.22
Br: 1.26 -3.78 3.14
C: 0.33 -4.83 1.86
C: -0.35 -5.95 2.27
C: -1.03 -6.71 1.32
C: -0.98 -6.30 0.00
C: -0.28 -5.16 -0.33
N: 0.39 -4.40 0.59
C: -0.19 -4.63 -1.74
O: -0.72 -5.21 -2.66
O: 0.47 -3.53 -1.81
H: -0.35 -6.21 3.31
H: -1.58 -7.59 1.61
H: -1.47 -6.82 -0.81
C: 1.15 4.57 4.47
C: 1.29 3.50 3.43
C: 1.95 3.74 2.23
C: 2.01 2.78 1.24
C: 2.80 3.04 -0.01
C: 1.34 1.55 1.41
As: 1.46 0.34 -0.17
N: 0.37 -1.17 0.10
C: -0.99 -1.09 0.19
C: -1.62 0.15 0.39
C: -2.98 0.26 0.53
C: -3.80 -0.86 0.48
C: -3.21 -2.09 0.29
C: -1.84 -2.21 0.14
C: 0.50 1.24 -1.71
C: -0.33 2.37 -1.75
C: -0.68 3.24 -0.57
C: -0.86 2.79 -2.96
C: -0.60 2.15 -4.15
C: -1.16 2.62 -5.45
C: 0.25 1.05 -4.12
C: 0.81 0.60 -2.93
C: 1.77 -0.55 -3.02
C: 0.81 1.24 2.67
C: 0.33 -0.13 3.03
C: 0.77 2.23 3.65
H: 1.63 5.49 4.14
H: 1.61 4.26 5.40
H: 0.10 4.77 4.66
H: 2.44 4.68 2.07
H: 3.30 4.01 0.05
H: 2.16 3.03 -0.90
H: 3.55 2.26 -0.13
H: -0.99 1.02 0.47
H: -3.42 1.24 0.67
H: -4.87 -0.77 0.60
H: -3.81 -2.99 0.25
H: -1.45 -3.20 -0.02
H: -0.25 2.90 0.36
H: -1.76 3.30 -0.46
H: -0.30 4.25 -0.75
H: -1.48 3.68 -2.97
H: -1.77 3.51 -5.31
H: -1.78 1.84 -5.90
H: -0.36 2.85 -6.15
H: 0.50 0.56 -5.04
H: 2.00 -0.77 -4.06
H: 1.36 -1.46 -2.58
H: 2.71 -0.31 -2.51
H: 0.85 -0.88 2.43
H: -0.74 -0.23 2.88
H: 0.55 -0.33 4.08
H: 0.33 2.00 4.61
S: 3.42 -2.11 0.21



E_tot list, top to bottom, in eV: -66454.735, -80987.539, -62361.443, -64676.471, -52268.269, -59735.834, -182586.556
F_max list, top to bottom, in eV/Å: 0.843, 3.428, 3.960, 2.614, 0.396, 0.386, 3.092